Version P
Here is a 4-piece molecular cluster, C6H19NO3 overall from OMol25. Energies are from the ωB97M-V functional and the def2-TZVPD basis.

Last column: natural (NBO) charge in e.
Element x y z (Å)
1 C 0.24614 1.65557 -1.84975  -0.612
2 C 0.89644 1.48775 -0.48453  -0.049
3 C 2.17604 0.61842 -0.57030  -0.426
4 C 2.20332 -0.14392 0.77682  -0.420
5 C 0.75102 -0.16663 1.26349  -0.242
6 N -0.03282 0.77744 0.42752  -0.494
7 C -0.82164 1.71846 1.23813  -0.423
8 H -0.13731 0.64234 -2.25754  0.212
9 H -0.60232 2.29218 -1.75397  0.209
10 H 0.94244 2.13294 -2.54514  0.215
11 H 1.17629 2.54157 -0.09310  0.182
12 H 2.16382 -0.11188 -1.38765  0.203
13 H 3.07714 1.21168 -0.67873  0.226
14 H 2.81915 0.39689 1.45981  0.209
15 H 2.60695 -1.18620 0.64317  0.214
16 H 0.30131 -1.17132 1.19610  0.210
17 H 0.71449 0.04405 2.34568  0.202
18 H -0.22312 2.39799 1.92380  0.182
19 H -1.43272 2.30877 0.56425  0.202
20 H -1.57821 1.10789 1.81856  0.220
21 O -0.00523 -1.77417 -1.78060  -0.940
22 H 0.35538 -1.04540 -1.19157  0.492
23 H 0.25416 -2.57164 -1.40307  0.481
24 O -2.25209 -0.92921 -0.58596  -1.005
25 H -1.75898 -0.11005 -0.30272  0.493
26 H -1.60335 -1.41749 -1.22370  0.505
27 O -2.04996 -2.24236 1.72915  -1.000
28 H -2.12420 -1.75090 0.87953  0.494
29 H -2.97083 -2.60558 1.86980  0.464

The spin multiplicity is 1. The SMILES is C[C@@H]1CCCN1C.O.O.O.

---

Version Q
Here is a 3-piece molecular cluster, C6H19NO3 overall from OMol25. Energies are from the ωB97M-V functional and the def2-TZVPD basis.

Last column: natural (NBO) charge in e.
Element x y z (Å)
1 N 2.23802 -2.63101 -0.77853  -0.866
2 C 1.35419 -1.45488 -0.40074  -0.240
3 C 0.24235 -1.52649 0.61444  -0.455
4 C -1.05274 -1.66305 -0.17438  -0.403
5 C -1.57750 -0.48111 -1.13233  -0.388
6 C -1.15125 1.01871 -0.71412  -0.452
7 C -2.07414 1.63101 0.37873  -0.056
8 O -3.31412 1.04845 0.30109  -0.711
9 H 1.79761 -3.30747 -1.37935  0.361
10 H 2.78406 -3.04592 -0.03749  0.368
11 H 0.96109 -0.92953 -1.33526  0.200
12 H 2.17766 -0.61989 -0.28364  0.189
13 H 0.34306 -2.19378 1.56130  0.239
14 H 0.25722 -0.61104 1.24139  0.202
15 H -1.08253 -2.55170 -0.82213  0.205
16 H -1.87636 -1.81899 0.43837  0.211
17 H -2.71215 -0.60890 -1.11198  0.192
18 H -1.34693 -0.61496 -2.15216  0.204
19 H -0.14137 1.05485 -0.37176  0.209
20 H -1.28781 1.62993 -1.58442  0.203
21 H -1.84632 1.18444 1.44716  0.167
22 H -2.11204 2.65415 0.29995  0.164
23 H -3.25953 0.69849 -0.59626  0.455
24 O 1.71102 1.60307 2.65010  -0.918
25 H 1.31934 1.00230 1.98472  0.451
26 H 1.67029 2.35292 2.10555  0.466
27 O 2.74343 2.78758 0.15154  -0.975
28 H 3.19517 2.13911 -0.22892  0.494
29 H 2.04026 3.25370 -0.07087  0.485

The spin multiplicity is 1. The SMILES is NCCCCCCO.O.O.

---

Energies in eV, measured from the most stable structure: version P 0.000; version Q 3.346.

---

Version P
Here is a 15-piece molecular cluster, CH28O17 overall from OMol25. Energies are from the ωB97M-V functional and the def2-TZVPD basis.

Last column: natural (NBO) charge in e.
Element x y z (Å)
1 C 0.22193 -0.16060 -0.06583  1.006
2 O 0.14895 -0.48270 -1.39880  -0.899
3 O -0.11223 -1.06631 0.73313  -0.824
4 O 0.61713 0.98326 0.24252  -0.852
5 O -3.00835 0.53770 1.19058  -0.952
6 H -3.17263 1.41084 1.62208  0.468
7 H -2.10191 0.29544 1.48943  0.495
8 O 3.12261 0.65215 -0.33412  -0.988
9 H 2.14065 0.69527 -0.16321  0.486
10 H 3.44455 0.11378 0.41537  0.463
11 O -0.23099 3.04052 -1.07521  -0.977
12 H -0.01998 2.21143 -0.60776  0.495
13 H -0.28949 2.81130 -2.01323  0.485
14 O 1.30668 -0.53139 2.67103  -0.998
15 H 0.81023 -0.49723 1.82887  0.465
16 H 1.45186 0.35364 2.99778  0.473
17 O -1.43502 -1.93185 2.98298  -0.973
18 H -0.88187 -1.47650 2.34693  0.497
19 H -1.07995 -1.67606 3.80897  0.463
20 O -2.38611 -1.96063 0.01228  -0.945
21 H -2.52197 -2.23509 0.89282  0.452
22 H -1.60471 -1.43897 0.16503  0.466
23 O -2.05378 -0.15065 -2.35293  -0.996
24 H -2.64637 0.08119 -1.65296  0.461
25 H -1.13868 -0.12611 -2.03294  0.480
26 O -0.31511 -3.40142 -1.78491  -0.961
27 H 0.21679 -4.04967 -1.28743  0.455
28 H -0.12118 -2.51042 -1.45832  0.497
29 O 1.86999 -1.79973 -2.99803  -0.953
30 H 1.24174 -1.37210 -2.43112  0.489
31 H 2.66096 -1.61027 -2.46276  0.446
32 O 0.96764 1.24042 -3.01990  -0.998
33 H 0.81423 0.59801 -2.30502  0.493
34 H 0.09980 1.45113 -3.41502  0.450
35 O -2.69189 2.31366 -0.80032  -1.018
36 H -1.72033 2.45109 -0.75902  0.470
37 H -2.76060 1.45776 -0.34401  0.471
38 O 2.11948 -2.19336 0.19187  -0.970
39 H 2.59904 -1.49255 -0.17355  0.447
40 H 1.24563 -1.76754 0.34629  0.474
41 O -0.67967 1.38684 2.44884  -0.981
42 H -0.25452 0.97238 1.73441  0.481
43 H -0.69538 2.36928 2.29361  0.473
44 O 2.36045 2.08999 1.91484  -0.974
45 H 1.60947 1.87474 1.38853  0.486
46 H 2.85289 2.53936 1.21825  0.471

The spin multiplicity is 1. As for the total charge: -2.

---

Version Q
Here is a 15-piece molecular cluster, CH28O17 overall from OMol25. Energies are from the ωB97M-V functional and the def2-TZVPD basis.

Last column: natural (NBO) charge in e.
Element x y z (Å)
1 C -0.08776 0.00778 -0.20926  1.008
2 O 0.17124 -0.96022 0.80574  -0.922
3 O -0.86476 0.95578 0.04874  -0.864
4 O 0.54224 -0.21422 -1.28026  -0.836
5 O 0.60424 2.17978 1.84174  -0.978
6 H 0.95924 3.03778 1.53874  0.472
7 H 0.05124 1.82078 1.13974  0.490
8 O 0.86424 -2.11722 -3.05526  -0.976
9 H 0.20824 -2.77522 -2.88026  0.455
10 H 0.72724 -1.43422 -2.37026  0.495
11 O 0.35924 -3.38022 3.29274  -1.012
12 H 0.71624 -3.36722 2.37774  0.496
13 H -0.28676 -2.69822 3.34674  0.490
14 O 1.27524 -0.06722 2.92674  -1.016
15 H 1.12824 0.87578 2.77574  0.468
16 H 0.79324 -0.44122 2.14774  0.483
17 O -0.29476 1.39578 -3.16226  -0.976
18 H -1.13076 1.02278 -3.45526  0.461
19 H 0.01624 0.74078 -2.56026  0.480
20 O 1.47624 2.54078 -0.94226  -0.974
21 H 2.21324 2.36278 -0.37626  0.462
22 H 0.89224 1.76278 -1.05326  0.495
23 O -2.37276 1.32078 2.36574  -0.952
24 H -1.77676 1.27578 1.63274  0.493
25 H -3.12276 1.69378 1.91974  0.459
26 O -1.38376 3.43378 -0.66526  -0.967
27 H -1.24276 4.07378 0.05574  0.449
28 H -1.12376 2.57578 -0.31426  0.492
29 O 2.93624 -0.60322 0.08474  -0.937
30 H 3.26224 0.25978 0.24974  0.440
31 H 1.97624 -0.53722 0.05674  0.485
32 O 1.25424 -3.19722 0.58674  -0.983
33 H 0.82224 -2.35222 0.61774  0.491
34 H 0.90024 -3.62522 -0.17426  0.463
35 O 2.49924 0.35578 -2.89826  -0.951
36 H 2.44424 1.30178 -2.96926  0.457
37 H 1.93224 0.18478 -2.17926  0.478
38 O -1.62476 -1.29622 2.57374  -1.032
39 H -1.97376 -0.42622 2.66274  0.476
40 H -1.03176 -1.19922 1.77774  0.488
41 O -2.80476 0.43178 -1.61626  -0.987
42 H -1.96476 0.61178 -1.16226  0.492
43 H -3.17376 1.29978 -1.88226  0.463
44 O -1.46176 -2.60522 -0.75426  -0.967
45 H -2.33976 -2.35722 -0.50826  0.466
46 H -0.96276 -1.86822 -0.35726  0.482

The spin multiplicity is 1. As for the total charge: -2.

---

Energies in eV, measured from the most stable structure: version P 0.920; version Q 0.000.